1.
The following is a quantum chemistry calculation of C66H62BrCaN5O5P2Si as an isolated structure at a distorted geometry, from the Open Molecules 2025 dataset.

Properties
Relative energy (zero: lowest compared OMol25 entry of this formula, charge and spin) in kJ/mol: 142.7
Charge: -2

Atoms and positions in Å:
Ca (0.639, 0.301, -0.277)
O (-3.547, -3.566, -1.955)
C (-2.794, -2.935, -2.917)
C (-3.172, -3.117, -4.242)
C (-2.437, -2.532, -5.260)
C (-1.322, -1.764, -4.958)
C (-0.964, -1.570, -3.635)
C (-1.689, -2.145, -2.601)
C (-1.229, -1.920, -1.151)
O (0.078, -1.676, -1.027)
N (-2.130, -0.838, -0.632)
N (-1.713, 0.172, 0.107)
C (-2.594, 0.742, 0.864)
C (-2.362, 1.880, 1.687)
Br (-0.561, 2.531, 1.731)
C (-3.260, 2.609, 2.390)
C (-4.699, 2.470, 2.527)
C (-5.438, 3.634, 2.801)
C (-6.816, 3.618, 2.887)
C (-7.519, 2.429, 2.737)
C (-6.807, 1.257, 2.524)
C (-5.426, 1.274, 2.428)
H (-3.084, -3.491, -1.111)
H (-4.046, -3.723, -4.452)
H (-2.735, -2.684, -6.291)
H (-0.729, -1.320, -5.749)
H (-0.099, -0.979, -3.371)
H (-1.502, -2.829, -0.558)
H (-3.054, -1.196, -0.397)
H (-3.603, 0.331, 0.880)
H (-2.864, 3.508, 2.847)
H (-4.910, 4.573, 2.918)
H (-7.358, 4.540, 3.062)
H (-8.600, 2.418, 2.799)
H (-7.338, 0.318, 2.423)
H (-4.904, 0.336, 2.305)
C (3.701, -0.212, -2.079)
C (2.642, 0.384, -2.962)
C (2.902, 0.678, -4.290)
C (1.913, 1.353, -5.014)
C (0.751, 1.728, -4.395)
C (0.535, 1.406, -3.015)
N (1.481, 0.672, -2.375)
N (-0.535, 1.757, -2.309)
Si (-1.493, 3.117, -2.624)
C (-0.454, 4.714, -2.646)
C (-2.501, 3.165, -4.264)
C (-2.830, 3.343, -1.302)
H (4.481, -0.695, -2.666)
H (3.245, -0.914, -1.382)
H (4.149, 0.588, -1.484)
H (3.842, 0.403, -4.750)
H (2.083, 1.600, -6.057)
H (-0.018, 2.266, -4.931)
H (0.207, 4.727, -3.516)
H (0.183, 4.730, -1.758)
H (-1.053, 5.627, -2.658)
H (-1.865, 3.335, -5.136)
H (-3.249, 3.962, -4.245)
H (-3.024, 2.218, -4.418)
H (-2.394, 3.688, -0.365)
H (-3.361, 2.411, -1.104)
H (-3.568, 4.086, -1.616)
C (7.147, -3.688, 3.036)
C (5.666, -3.893, 3.401)
C (5.513, -4.952, 4.510)
C (4.915, -4.370, 2.171)
C (5.214, -5.612, 1.622)
C (4.519, -6.095, 0.530)
C (3.519, -5.325, -0.037)
C (3.206, -4.065, 0.452)
P (1.777, -2.956, -0.227)
C (2.064, -3.540, -1.959)
C (3.378, -3.441, -2.431)
C (3.704, -3.744, -3.741)
C (2.720, -4.163, -4.626)
C (1.413, -4.257, -4.181)
C (1.091, -3.941, -2.867)
C (0.653, -4.199, 0.561)
C (-0.084, -5.191, -0.077)
C (-0.872, -6.075, 0.652)
C (-0.923, -5.992, 2.033)
C (-0.154, -5.038, 2.686)
C (0.620, -4.154, 1.957)
C (3.914, -3.605, 1.574)
O (3.548, -2.365, 2.050)
C (4.088, -1.895, 3.213)
C (3.593, -0.673, 3.693)
C (4.105, -0.173, 4.883)
C (5.093, -0.841, 5.582)
C (5.591, -2.026, 5.077)
C (5.096, -2.577, 3.901)
P (2.323, 0.338, 2.745)
C (1.355, 0.721, 4.279)
C (0.580, -0.351, 4.729)
C (-0.245, -0.226, 5.833)
C (-0.304, 0.974, 6.528)
C (0.483, 2.035, 6.113)
C (1.306, 1.910, 5.001)
C (3.542, 1.694, 2.465)
C (3.384, 3.056, 2.689)
C (4.375, 3.950, 2.300)
C (5.505, 3.509, 1.639)
C (5.649, 2.155, 1.361)
C (4.682, 1.262, 1.777)
H (7.585, -4.610, 2.651)
H (7.723, -3.357, 3.901)
H (7.227, -2.924, 2.262)
H (5.911, -5.915, 4.191)
H (4.454, -5.079, 4.738)
H (6.024, -4.649, 5.424)
H (5.999, -6.221, 2.055)
H (4.754, -7.074, 0.128)
H (2.965, -5.713, -0.884)
H (4.158, -3.122, -1.753)
H (4.729, -3.650, -4.082)
H (2.972, -4.405, -5.651)
H (0.627, -4.563, -4.861)
H (0.056, -3.985, -2.573)
H (-0.049, -5.302, -1.150)
H (-1.446, -6.832, 0.131)
H (-1.558, -6.668, 2.596)
H (-0.166, -4.977, 3.767)
H (1.212, -3.410, 2.470)
H (3.721, 0.765, 5.261)
H (5.474, -0.442, 6.513)
H (6.388, -2.531, 5.609)
H (0.596, -1.283, 4.181)
H (-0.855, -1.063, 6.146)
H (-0.957, 1.078, 7.387)
H (0.460, 2.973, 6.655)
H (1.907, 2.758, 4.712)
H (2.467, 3.453, 3.094)
H (4.233, 5.007, 2.483)
H (6.254, 4.219, 1.309)
H (6.511, 1.800, 0.808)
H (4.774, 0.211, 1.519)
N (-0.796, -1.740, 2.309)
C (-0.272, -0.938, 1.644)
O (2.133, 4.034, 0.053)
C (2.280, 2.900, -0.403)
O (2.007, 1.792, 0.142)
H (2.739, 2.826, -1.429)


2.
The following is a quantum chemistry calculation of a 11-piece molecular cluster, C66H67BO6S overall at a distorted geometry, from the Open Molecules 2025 dataset.

Properties
Structure (SMILES): CB(O)C1=C(S(C)(=O)=O)C(=O)OC1=O.c1ccccc1.c1ccccc1.c1ccccc1.c1ccccc1.c1ccccc1.c1ccccc1.c1ccccc1.c1ccccc1.c1ccccc1.c1ccccc1

Atoms and positions in Å:
C (9.090, 0.012, 7.503)
B (8.094, 0.612, 6.296)
O (8.183, 0.090, 4.918)
C (7.008, 1.777, 6.805)
C (5.533, 1.585, 6.862)
S (4.417, 0.153, 6.400)
C (4.863, -1.486, 7.194)
O (4.514, -0.044, 4.858)
O (2.933, 0.583, 6.681)
C (5.068, 3.044, 7.448)
O (3.929, 3.132, 8.141)
O (6.104, 4.030, 7.101)
C (7.391, 3.300, 7.327)
O (8.514, 3.793, 7.858)
H (9.076, 0.786, 8.384)
H (8.588, -0.976, 7.885)
H (10.175, -0.119, 7.082)
H (8.452, -0.888, 5.035)
H (5.754, -1.395, 7.970)
H (5.126, -2.298, 6.365)
H (3.948, -1.940, 7.797)
C (5.067, 0.934, 1.100)
C (4.996, 1.589, -0.129)
C (3.865, 2.334, -0.459)
C (2.801, 2.421, 0.439)
C (2.867, 1.758, 1.664)
C (4.000, 1.016, 1.996)
H (5.951, 0.358, 1.359)
H (5.824, 1.519, -0.830)
H (3.811, 2.847, -1.416)
H (1.920, 3.003, 0.183)
H (2.036, 1.821, 2.362)
H (4.053, 0.501, 2.952)
C (6.560, 4.237, 1.663)
C (6.251, 5.425, 1.001)
C (5.616, 6.461, 1.685)
C (5.285, 6.308, 3.031)
C (5.585, 5.116, 3.691)
C (6.223, 4.082, 3.008)
H (7.061, 3.433, 1.132)
H (6.507, 5.544, -0.049)
H (5.379, 7.388, 1.169)
H (4.792, 7.116, 3.565)
H (5.322, 4.994, 4.739)
H (6.459, 3.154, 3.523)
C (1.286, -1.129, -0.886)
C (0.333, -1.801, -1.651)
C (0.469, -1.865, -3.037)
C (1.557, -1.253, -3.660)
C (2.505, -0.573, -2.896)
C (2.371, -0.512, -1.510)
H (1.183, -1.084, 0.195)
H (-0.516, -2.276, -1.166)
H (-0.272, -2.392, -3.633)
H (1.665, -1.305, -4.740)
H (3.350, -0.090, -3.382)
H (3.111, 0.017, -0.914)
C (-1.175, -0.403, -7.142)
C (-1.691, -0.509, -5.851)
C (-3.031, -0.846, -5.660)
C (-3.857, -1.073, -6.762)
C (-3.343, -0.958, -8.053)
C (-2.002, -0.624, -8.244)
H (-0.130, -0.146, -7.290)
H (-1.049, -0.329, -4.992)
H (-3.432, -0.932, -4.654)
H (-4.900, -1.339, -6.613)
H (-3.987, -1.129, -8.912)
H (-1.601, -0.537, -9.250)
C (-5.534, -5.072, -3.465)
C (-6.487, -5.744, -4.230)
C (-6.351, -5.808, -5.616)
C (-5.263, -5.196, -6.239)
C (-4.315, -4.516, -5.475)
C (-4.449, -4.455, -4.089)
H (-5.637, -5.027, -2.384)
H (-7.336, -6.219, -3.745)
H (-7.092, -6.335, -6.212)
H (-5.155, -5.248, -7.319)
H (-3.470, -4.033, -5.961)
H (-3.709, -3.927, -3.493)
C (-7.320, 2.050, -6.974)
C (-6.783, 0.865, -7.475)
C (-7.599, -0.252, -7.650)
C (-8.953, -0.185, -7.320)
C (-9.488, 0.998, -6.810)
C (-8.673, 2.116, -6.638)
H (-6.685, 2.922, -6.843)
H (-5.728, 0.812, -7.730)
H (-7.181, -1.175, -8.044)
H (-9.590, -1.054, -7.459)
H (-10.542, 1.048, -6.547)
H (-9.090, 3.038, -6.243)
C (-9.101, 0.991, -2.053)
C (-9.617, 0.885, -0.762)
C (-10.956, 0.548, -0.571)
C (-11.782, 0.321, -1.673)
C (-11.268, 0.436, -2.964)
C (-9.927, 0.769, -3.155)
H (-8.055, 1.248, -2.201)
H (-8.974, 1.065, 0.096)
H (-11.358, 0.462, 0.435)
H (-12.825, 0.055, -1.525)
H (-11.913, 0.265, -3.823)
H (-9.526, 0.857, -4.161)
C (-10.329, 6.665, -8.027)
C (-10.891, 7.346, -6.948)
C (-11.784, 6.692, -6.098)
C (-12.117, 5.358, -6.331)
C (-11.562, 4.680, -7.416)
C (-10.667, 5.333, -8.263)
H (-9.629, 7.173, -8.685)
H (-10.633, 8.387, -6.768)
H (-12.219, 7.222, -5.255)
H (-12.810, 4.848, -5.668)
H (-11.826, 3.642, -7.601)
H (-10.232, 4.803, -9.107)
C (2.117, -4.810, 6.704)
C (0.847, -5.271, 7.050)
C (0.704, -6.252, 8.031)
C (1.832, -6.777, 8.662)
C (3.103, -6.323, 8.309)
C (3.246, -5.339, 7.331)
H (2.228, -4.041, 5.944)
H (-0.032, -4.864, 6.557)
H (-0.286, -6.609, 8.303)
H (1.721, -7.540, 9.428)
H (3.983, -6.736, 8.796)
H (4.236, -4.983, 7.057)
C (11.725, -2.795, 7.660)
C (12.699, -2.910, 8.652)
C (14.048, -2.955, 8.304)
C (14.425, -2.888, 6.963)
C (13.451, -2.782, 5.970)
C (12.102, -2.734, 6.318)
H (10.674, -2.754, 7.932)
H (12.405, -2.965, 9.698)
H (14.807, -3.041, 9.078)
H (15.477, -2.920, 6.691)
H (13.744, -2.736, 4.924)
H (11.343, -2.649, 5.545)


3.
The following is a quantum chemistry calculation of a 13-piece molecular cluster, C66H76O26S6 overall at a distorted geometry, from the Open Molecules 2025 dataset.

Properties
Relative energy (zero: lowest compared OMol25 entry of this formula, charge and spin) in kJ/mol: 0.0

Atoms and positions in Å:
C (-0.332, 5.821, -3.151)
C (-1.527, 6.106, -2.683)
C (-2.291, 4.994, -2.099)
O (-3.513, 5.120, -1.999)
C (-1.571, 3.671, -1.828)
C (-0.409, 3.355, -2.341)
C (0.279, 4.448, -3.027)
O (1.383, 4.280, -3.458)
H (0.248, 6.524, -3.761)
H (-2.079, 7.022, -2.805)
H (-2.241, 3.011, -1.280)
H (0.041, 2.377, -2.351)
C (0.097, 0.540, 1.844)
C (-0.810, 0.570, 0.861)
C (-0.379, 0.182, -0.501)
O (-1.011, 0.431, -1.494)
C (0.910, -0.529, -0.723)
C (1.833, -0.543, 0.226)
C (1.442, -0.140, 1.629)
O (2.229, -0.462, 2.512)
H (-0.179, 0.884, 2.819)
H (-1.727, 1.113, 1.025)
H (1.071, -1.001, -1.666)
H (2.805, -0.991, 0.182)
C (8.699, -1.802, 1.608)
C (7.586, -1.496, 0.991)
C (6.304, -1.911, 1.686)
O (5.334, -2.211, 1.050)
C (6.270, -2.282, 3.128)
C (7.399, -2.598, 3.778)
C (8.680, -2.313, 3.033)
O (9.730, -2.434, 3.583)
H (9.717, -1.789, 1.252)
H (7.529, -1.127, -0.015)
H (5.338, -2.558, 3.606)
H (7.563, -3.087, 4.719)
C (0.106, -5.204, -3.505)
C (-0.236, -6.508, -3.508)
C (-0.892, -7.186, -2.346)
O (-1.022, -8.369, -2.315)
C (-1.386, -6.315, -1.263)
C (-1.129, -5.036, -1.209)
C (-0.452, -4.365, -2.380)
O (-0.547, -3.164, -2.475)
H (0.676, -4.693, -4.268)
H (0.009, -7.170, -4.342)
H (-2.003, -6.849, -0.593)
H (-1.502, -4.327, -0.459)
C (-3.572, -0.571, 6.960)
C (-3.607, -0.403, 5.659)
C (-2.613, 0.511, 5.043)
O (-2.346, 0.418, 3.883)
C (-1.732, 1.343, 5.914)
C (-1.658, 1.147, 7.224)
C (-2.565, 0.136, 7.864)
O (-2.525, -0.168, 9.020)
H (-4.122, -1.291, 7.548)
H (-4.195, -1.007, 4.973)
H (-1.219, 2.083, 5.339)
H (-0.936, 1.674, 7.846)
C (3.926, -4.159, -1.479)
C (3.352, -3.062, -1.992)
C (4.206, -2.070, -2.607)
O (3.795, -0.919, -2.767)
C (5.643, -2.385, -2.839)
C (6.251, -3.389, -2.212)
C (5.383, -4.303, -1.483)
O (5.867, -5.187, -0.826)
H (3.340, -5.016, -1.151)
H (2.314, -2.788, -1.822)
H (6.221, -1.665, -3.369)
H (7.329, -3.523, -2.169)
C (-3.852, 2.998, -5.516)
C (-5.051, 3.294, -4.973)
C (-5.368, 2.733, -3.614)
O (-6.290, 3.176, -2.994)
C (-4.431, 1.698, -3.015)
C (-3.308, 1.347, -3.640)
C (-2.912, 1.986, -4.878)
O (-1.803, 1.794, -5.328)
H (-3.532, 3.385, -6.484)
H (-5.773, 3.894, -5.502)
H (-4.728, 1.369, -2.022)
H (-2.596, 0.684, -3.124)
C (-6.540, 3.580, 2.444)
C (-7.040, 3.937, 1.055)
C (-5.778, 4.111, 0.171)
S (-4.794, 2.674, 0.674)
O (-3.410, 2.920, 0.752)
O (-5.170, 1.480, -0.051)
C (-5.491, 2.380, 2.368)
H (-7.394, 3.403, 3.095)
H (-5.950, 4.375, 2.917)
H (-7.520, 4.914, 1.153)
H (-7.678, 3.192, 0.606)
H (-5.217, 5.023, 0.473)
H (-5.860, 4.058, -0.898)
H (-4.732, 2.500, 3.137)
H (-5.826, 1.358, 2.305)
C (-0.452, 5.551, 1.182)
C (-0.417, 4.256, 2.105)
C (-1.619, 4.228, 3.096)
S (-2.543, 5.700, 2.725)
O (-2.068, 6.801, 3.549)
O (-3.983, 5.391, 2.734)
C (-1.953, 5.838, 1.010)
H (0.079, 5.442, 0.240)
H (0.139, 6.328, 1.701)
H (0.530, 4.307, 2.647)
H (-0.426, 3.414, 1.408)
H (-1.240, 4.242, 4.108)
H (-2.259, 3.371, 2.956)
H (-2.180, 6.844, 0.696)
H (-2.436, 5.061, 0.415)
C (4.811, 1.713, 0.334)
C (4.951, 1.992, -1.153)
C (3.616, 2.392, -1.725)
S (2.946, 3.475, -0.424)
O (1.582, 3.123, -0.110)
O (3.320, 4.865, -0.675)
C (4.009, 2.836, 0.951)
H (5.800, 1.565, 0.794)
H (4.317, 0.784, 0.571)
H (5.331, 1.152, -1.733)
H (5.656, 2.839, -1.242)
H (2.963, 1.585, -1.971)
H (3.664, 3.009, -2.602)
H (3.363, 2.510, 1.773)
H (4.662, 3.688, 1.215)
C (1.915, -6.121, 3.250)
C (3.225, -5.386, 2.797)
C (2.709, -3.940, 2.431)
S (1.172, -4.274, 1.515)
O (1.508, -4.398, 0.107)
O (0.198, -3.274, 1.844)
C (0.847, -5.947, 2.167)
H (1.459, -5.659, 4.111)
H (2.115, -7.151, 3.524)
H (3.798, -5.722, 1.945)
H (3.827, -5.415, 3.731)
H (3.379, -3.358, 1.768)
H (2.424, -3.352, 3.293)
H (0.905, -6.642, 1.336)
H (-0.157, -5.977, 2.571)
C (-2.948, -2.187, 0.816)
C (-2.816, -3.038, 2.016)
C (-4.223, -3.388, 2.569)
S (-5.229, -1.888, 2.082)
O (-5.497, -1.062, 3.300)
O (-6.291, -2.149, 1.176)
C (-3.901, -1.037, 1.099)
H (-3.427, -2.802, 0.011)
H (-1.997, -1.906, 0.338)
H (-2.223, -2.543, 2.790)
H (-2.186, -3.897, 1.792)
H (-4.289, -3.426, 3.664)
H (-4.667, -4.238, 2.033)
H (-3.510, -0.161, 1.616)
H (-4.474, -0.724, 0.227)
C (1.337, 0.371, -4.808)
C (1.751, 0.586, -6.279)
C (2.517, -0.736, -6.548)
S (1.515, -2.106, -5.777)
O (2.425, -2.905, -4.949)
O (0.768, -2.799, -6.809)
C (0.579, -0.992, -4.709)
H (0.790, 1.207, -4.394)
H (2.286, 0.328, -4.233)
H (2.495, 1.436, -6.282)
H (0.852, 0.848, -6.851)
H (3.414, -0.850, -5.908)
H (2.785, -1.027, -7.533)
H (0.591, -1.387, -3.706)
H (-0.447, -0.874, -5.062)


For each record above, in turn, the calculated HOMO-LUMO gap values are 6.10 6.47 8.21 eV.
For each record above, in turn, the calculated E values are -202077.9960 -93318.2516 -187910.0872 eV.
For each record above, in turn, the calculated HOMO values are -2.3330 -8.8522 -9.7961 eV.